DFT (ωB97M-V/def2-TZVPD) results for a molecular structure, C5H3NO2 at a distorted geometry.

The calculation puts the relative energy (zero: lowest compared OMol25 entry of this formula, charge and spin) at 92.3 kcal per mole. Its gap between HOMO and LUMO is 9.978 eV.

Structure (ORCA input):
```
! RIJCOSX wB97M-V def2-TZVPD def2/J DEFGRID3
* xyz 0 1
C 0.0109 -0.6131 1.6856
C 0.3621 -0.3467 -0.2502
C 0.3059 0.0386 -1.4465
C -0.9545 1.4172 -0.2596
C -0.3516 0.5530 0.5435
H 1.9076 -1.8141 0.6811
H 0.5378 -0.2824 -2.5445
H -1.7622 2.3164 -0.3634
N 0.9239 -1.2116 0.7303
O -0.2717 -1.2010 2.7286
O -0.7082 1.1436 -1.5051
*
```